Record 1
Entry from the OMol25 dataset: an isolated molecule of C7H10O2S3 at a distorted geometry (wB97M-V/def2-TZVPD).

Structure (SMILES): CS[C@H](C)S(=O)(=O)c1cccs1
ΔE to the lowest compared entry with this formula, charge and spin: 0.0 kcal/mol
M: 222.36 g/mol
Kohn-Sham gap: 9.154 eV
LUMO: 0.22 eV
HOMO energy: -8.9 eV
Largest force on an atom: 3.589 eV/Å

Geometry as XYZ:
```
22
Properties=species:S:1:pos:R:3:forces:R:3
C -2.421967 -1.541321 0.380843 -1.7 1.7 -1.3
S -1.384481 -0.522877 -0.753062 -1.3 -1.0 0.7
C -1.152003 0.777494 0.416069 2.6 0.5 0.3
C -2.185529 1.856265 0.456625 -1.0 0.0 -2.8
S 0.466482 1.528496 -0.084829 0.8 1.8 1.3
O 0.399759 2.260035 -1.304782 -0.5 -0.3 -1.5
O 0.849075 2.373132 1.052454 -0.1 -1.7 -0.5
C 1.601760 0.159441 -0.319117 -0.2 -0.4 1.4
C 2.268669 -0.396486 -1.392871 -2.2 2.7 -0.7
C 3.052615 -1.483995 -1.033132 0.8 0.2 0.7
C 3.117178 -1.691146 0.332029 -1.0 -0.1 0.3
S 1.959146 -0.707688 1.154045 0.8 0.5 -1.0
H -3.307183 -1.926751 -0.120848 -0.1 0.3 -0.3
H -2.769349 -1.027339 1.278683 0.3 0.2 -0.2
H -1.891783 -2.369380 0.616453 1.9 -2.5 1.1
H -0.790292 0.539463 1.459395 -0.8 -0.6 -0.9
H -2.378090 2.214180 -0.641900 -0.1 -1.0 1.8
H -1.658955 2.715949 0.827467 -0.7 0.6 1.4
H -3.133716 1.404224 0.901181 1.2 1.3 -0.3
H 2.117867 0.099835 -2.410405 0.4 -1.2 1.4
H 3.575627 -1.923578 -1.840404 0.9 -0.9 -0.1
H 3.665179 -2.337947 1.026107 -0.1 -0.1 -1.0
```
Forces are in eV/Å.



Record 2
Entry from the OMol25 dataset: a 3-piece molecular cluster, C2H5OP overall at a distorted geometry (wB97M-V/def2-TZVPD).

Structure (SMILES): [H][H].C#C.O=P
ΔE to the lowest compared entry with this formula, charge and spin: 96.2 kcal/mol
M: 76.03 g/mol
Kohn-Sham gap: 8.615 eV
LUMO: -0.86 eV
HOMO energy: -9.5 eV
Largest force on an atom: 2.398 eV/Å

Geometry as XYZ:
```
9
Properties=species:S:1:pos:R:3:forces:R:3
H 0.649622 -1.276913 -3.648714 0.1 0.7 0.3
H 0.765563 -0.582346 -3.354760 -0.1 -0.7 -0.3
C -1.395724 -0.576935 1.521724 -1.1 -2.1 0.3
C -1.134090 0.441542 0.977657 0.3 1.3 -0.3
H -1.773644 -1.537008 1.809769 0.2 0.3 0.2
H -0.672502 1.303901 0.571772 -0.6 0.4 -0.3
O 1.107757 1.035277 -0.469114 0.3 0.3 -0.8
P 1.615426 0.266052 0.673068 -0.6 0.5 2.0
H 0.837592 0.926429 1.918599 1.6 -0.7 -1.2
```
Forces are in eV/Å.



Record 3
Entry from the OMol25 dataset: a 2-piece molecular cluster, C2H4FN overall at a distorted geometry (wB97M-V/def2-TZVPD).

ΔE to the lowest compared entry with this formula, charge and spin: 174.6 kcal/mol
M: 61.06 g/mol
Kohn-Sham gap (alpha / beta): 10.581 / 8.722 eV
LUMO (alpha / beta): 0.29 / 0.19 eV
HOMO energy (alpha / beta): -10.3 / -8.5 eV
Largest force on an atom: 5.391 eV/Å

Geometry as XYZ:
```
8
Properties=species:S:1:pos:R:3:forces:R:3
C -0.352671 0.320095 -0.480248 -0.2 -2.4 3.6
C 1.004484 0.230374 0.061999 1.4 2.1 1.7
N -1.572680 -0.895263 0.669826 4.9 2.0 -1.0
F -2.748751 -0.851044 0.194775 -2.7 0.2 -1.2
H -0.492780 0.553821 -1.451728 -1.5 0.5 -3.1
H 0.893781 0.736319 1.060029 0.6 -0.4 -0.5
H 2.030939 0.670470 -0.369986 -2.8 -0.6 0.1
H 1.237678 -0.764772 0.315331 0.3 -1.5 0.3
```
Forces are in eV/Å.